(1)
C29H48Cl2DyN3O4Si | ωB97M-V/def2-TZVPD

Results
Highest occupied orbital energy (spin up / spin down) in eV: -5.8 / -5.8
⟨S²⟩: 9.34
Multiplicity: 6
LUMO (spin up / spin down) in eV: 0.15 / 0.15
Orbital gap (spin up / spin down) in eV: 5.99 / 5.97

Last column: Mulliken spin population.
Positions of all 88 atoms, in Å:
1 C 0.37 0.55 -4.21  -0.001
2 C 1.17 -0.72 -4.15  0.000
3 H 0.87 1.31 -3.59  0.000
4 H -0.65 0.39 -3.85  0.002
5 H 0.31 0.99 -5.23  0.000
6 C 2.27 -0.87 -4.93  0.000
7 C 2.87 0.18 -5.81  0.000
8 H 2.77 -1.85 -4.97  0.000
9 H 2.96 1.15 -5.30  0.000
10 H 2.34 0.33 -6.76  0.000
11 H 3.87 -0.14 -6.10  0.000
12 Dy -1.23 -0.24 -0.82  4.935
13 Cl -2.88 -0.86 -2.64  0.008
14 C -0.87 -2.39 1.69  -0.007
15 O -0.55 -1.34 1.06  -0.021
16 N -0.48 -2.65 2.93  0.000
17 C 0.20 -1.62 3.71  0.001
18 C -0.71 -3.97 3.51  0.000
19 H -1.49 -3.17 1.23  0.000
20 H -0.43 -0.71 3.76  0.000
21 H 1.16 -1.36 3.26  0.000
22 H 0.35 -2.01 4.72  0.000
23 H -1.77 -4.25 3.40  0.000
24 H -0.45 -3.95 4.57  0.000
25 H -0.10 -4.73 3.01  0.000
26 H -2.43 1.71 4.53  0.000
27 H -5.02 2.34 3.23  0.000
28 C -2.16 2.61 3.96  0.000
29 C -4.36 3.19 2.97  0.000
30 N -2.98 2.77 2.77  0.000
31 H -1.10 2.57 3.69  0.000
32 C -2.61 2.18 1.61  -0.005
33 O -1.62 1.44 1.46  0.017
34 H -4.74 3.66 2.06  0.000
35 H -3.29 2.41 0.76  0.000
36 H -2.34 3.49 4.60  0.000
37 H -4.38 3.92 3.80  0.000
38 H -1.40 5.50 -1.22  0.000
39 H 1.71 3.22 -1.96  0.000
40 C -0.53 5.30 -0.58  0.000
41 C 1.50 3.87 -1.10  0.000
42 N 0.05 4.00 -0.92  0.002
43 H -0.88 5.32 0.46  0.000
44 C -0.70 2.92 -1.01  0.000
45 O -0.22 1.75 -1.17  0.002
46 H 1.97 3.41 -0.21  0.000
47 H -1.79 3.08 -0.97  -0.001
48 H 0.22 6.08 -0.73  0.000
49 H 1.91 4.87 -1.26  0.000
50 O 0.08 -1.21 -2.02  0.066
51 C 0.68 -1.78 -3.14  -0.004
52 C 3.07 -2.33 -2.50  -0.001
53 C 1.75 -2.75 -2.64  0.000
54 H 3.30 -1.29 -2.73  0.000
55 C 4.07 -3.24 -2.10  0.000
56 H -0.04 -2.41 -3.70  0.000
57 C 1.36 -4.01 -2.18  -0.001
58 H 5.11 -2.91 -2.05  0.000
59 C 3.70 -4.54 -1.74  0.000
60 C 2.34 -4.89 -1.71  0.000
61 H 0.29 -4.26 -2.16  0.000
62 H 4.47 -5.27 -1.46  0.000
63 H 2.04 -5.86 -1.29  0.000
64 Si 3.79 0.09 1.08  0.001
65 Cl 3.78 0.93 -0.77  0.000
66 C 5.59 -0.22 1.54  0.000
67 C 2.91 -1.58 0.89  0.002
68 C 2.88 1.29 2.19  0.000
69 H 5.71 -1.23 1.95  0.000
70 H 5.94 0.49 2.30  0.000
71 H 6.26 -0.13 0.67  0.000
72 H 1.99 1.70 1.67  0.000
73 H 3.54 2.13 2.46  0.000
74 H 2.53 0.80 3.11  0.000
75 H 3.58 -2.29 0.39  0.000
76 H 2.00 -1.48 0.29  -0.001
77 H 2.64 -1.98 1.87  0.000
78 C -6.59 -0.23 1.11  0.001
79 C -6.27 0.25 -0.17  0.001
80 C -4.91 0.40 -0.55  -0.005
81 C -3.94 -0.02 0.32  0.028
82 C -4.20 -0.48 1.58  -0.016
83 C -5.56 -0.59 1.98  -0.001
84 H -7.64 -0.33 1.42  0.000
85 H -7.06 0.50 -0.88  0.000
86 H -4.68 0.79 -1.54  0.000
87 H -3.41 -0.78 2.28  -0.001
88 H -5.79 -0.96 2.98  0.000

(2)
C29H48LaNOP3S | ωB97M-V/def2-TZVPD

Results
Highest occupied orbital energy (spin up / spin down) in eV: -15.8 / -15.8
LUMO (spin up / spin down) in eV: -11.30 / -11.82
Energy relative to the best compared isomer or geometry (same formula, charge and spin) in eV: 6.4084
Orbital gap (spin up / spin down) in eV: 4.49 / 4.02
Net charge: +3

Last column: Mulliken charge in e.
Positions of all 84 atoms, in Å:
1 La -0.09 -1.51 -2.08  1.583
2 P 0.32 1.86 -1.88  1.015
3 P -0.26 1.12 2.13  0.949
4 P -2.60 1.49 -0.48  0.995
5 H -0.90 -4.96 -2.52  0.280
6 C -1.43 -4.26 -3.17  -0.012
7 C -0.86 -3.51 -4.14  -1.181
8 H 0.04 -3.78 -4.67  0.512
9 C 1.87 1.88 -2.90  -1.309
10 C 0.89 3.33 -0.86  -1.006
11 C -0.61 2.95 -3.09  -1.303
12 C -1.32 0.21 3.33  -1.530
13 C 1.30 1.24 3.14  -1.040
14 C -0.80 2.77 2.69  -1.138
15 C -3.54 1.30 -2.07  -1.258
16 C -3.05 3.28 -0.11  -1.674
17 C -3.79 0.86 0.75  -1.260
18 H -2.50 -4.42 -3.14  0.311
19 H -1.51 -2.83 -4.65  0.393
20 H 1.73 1.29 -3.82  0.522
21 H 2.77 1.47 -2.40  0.248
22 H 2.07 2.94 -3.19  0.484
23 H 1.71 3.08 -0.17  -0.105
24 H 0.09 3.76 -0.24  0.253
25 H 1.26 4.12 -1.54  0.577
26 H -0.93 2.36 -3.96  0.415
27 H 0.08 3.74 -3.45  0.477
28 H -1.52 3.45 -2.72  0.346
29 H -1.06 0.55 4.34  0.551
30 H -1.16 -0.86 3.24  0.331
31 H -2.37 0.43 3.12  0.349
32 H 1.00 1.41 4.18  0.593
33 H 1.99 2.06 2.84  0.171
34 H 1.88 0.31 3.08  0.213
35 H -1.21 2.71 3.71  0.441
36 H -1.55 3.24 2.05  0.125
37 H 0.08 3.43 2.72  0.454
38 H -4.24 2.12 -2.25  0.532
39 H -4.08 0.36 -2.00  0.308
40 H -2.86 1.25 -2.93  0.252
41 H -3.94 3.51 -0.71  0.498
42 H -2.24 3.98 -0.37  0.323
43 H -3.30 3.42 0.96  0.534
44 H -4.80 0.80 0.28  0.503
45 H -3.86 1.54 1.63  0.489
46 H -3.51 -0.15 1.12  0.308
47 C -2.81 -2.67 -1.45  1.144
48 C -3.92 -3.12 -0.69  -0.867
49 C -5.14 -3.18 -1.36  -0.495
50 C -5.32 -2.76 -2.69  -0.639
51 C -4.24 -2.19 -3.38  -0.866
52 C -3.03 -2.02 -2.71  0.118
53 O -1.54 -3.02 -1.15  -0.983
54 H -0.90 -0.60 -0.06  -0.075
55 H -3.77 -3.35 0.37  0.507
56 H -6.00 -3.51 -0.79  0.464
57 H -6.32 -2.74 -3.14  0.430
58 H -4.35 -1.90 -4.43  0.430
59 H -2.17 -1.61 -3.29  0.119
60 N 1.70 -0.79 -0.62  0.109
61 S 3.32 -0.99 -0.10  -0.025
62 C 3.94 0.45 0.93  0.576
63 C 4.64 0.24 2.14  -0.464
64 C 5.03 1.32 2.95  -0.574
65 C 4.80 2.62 2.52  -0.601
66 C 4.32 2.86 1.23  -0.520
67 C 3.92 1.78 0.43  -0.637
68 C 3.44 -2.31 1.15  0.263
69 C 4.50 -3.25 1.10  -0.355
70 C 4.70 -4.13 2.16  -0.531
71 C 3.80 -4.15 3.24  -0.459
72 C 2.68 -3.31 3.21  -0.640
73 C 2.46 -2.46 2.13  -0.134
74 H 1.30 -0.22 0.14  -0.301
75 H 4.88 -0.77 2.40  0.438
76 H 5.49 1.11 3.93  0.438
77 H 5.14 3.45 3.13  0.457
78 H 4.27 3.89 0.83  0.420
79 H 3.67 1.94 -0.60  0.548
80 H 5.20 -3.20 0.27  0.418
81 H 5.58 -4.78 2.16  0.415
82 H 3.99 -4.82 4.09  0.427
83 H 1.98 -3.32 4.07  0.403
84 H 1.56 -1.86 2.10  0.523